This record from the Open Molecules 2025 dataset describes C21H41BF2InO9 as an isolated structure. The level of theory is wB97M-V/def2-TZVPD.

Structure (XYZ):
```
75
Properties=species:S:1:pos:R:3:forces:R:3
H 2.976 4.911 -1.183 -0.1 0.0 0.0
C 0.434 -0.115 -2.088 0.1 -0.3 -0.1
H -0.114 -3.977 7.257 -0.1 0.0 0.0
C -2.765 -0.250 0.968 -0.1 -0.3 -0.3
H 1.901 3.660 -0.562 0.0 0.0 0.1
H -3.607 4.615 -2.441 0.0 -0.1 0.0
H -7.079 1.092 -2.192 0.0 -0.1 0.0
O -4.160 0.389 -3.370 0.0 0.0 0.0
H 0.604 0.116 0.741 0.0 0.0 -0.1
H -3.654 -0.929 -0.872 0.0 0.1 -0.1
C 2.147 -2.851 2.339 0.1 0.0 0.0
H 2.208 0.225 -4.787 0.0 0.1 0.0
H -0.650 -1.823 -1.260 0.0 0.1 0.0
C -3.956 -0.347 0.005 -0.1 -0.1 0.3
O 3.714 -0.954 -0.010 0.2 -0.1 0.1
H 3.689 -4.330 1.779 0.0 -0.1 0.0
H 1.520 1.500 -3.808 0.0 0.0 0.0
H 2.643 4.813 0.543 0.0 0.0 0.0
H 4.464 3.081 -2.906 0.0 0.1 0.1
F -2.511 -4.656 7.218 0.0 0.1 0.0
C 3.686 2.393 -2.554 0.3 0.0 0.1
C 1.768 -0.410 -2.776 -0.3 0.2 -0.2
C -2.790 3.991 -2.060 0.3 0.0 0.2
H 4.019 2.934 0.866 0.1 -0.1 0.0
C 2.817 4.218 -0.354 0.0 -0.1 0.0
H 1.078 -2.752 2.167 0.1 0.0 -0.1
C -0.672 -3.921 4.509 0.0 0.1 0.0
H -3.935 1.150 -3.924 0.0 0.0 0.0
B -3.295 3.323 -0.715 0.0 -0.1 0.0
C 3.990 2.051 -1.095 0.2 0.1 -0.2
H -6.012 2.032 0.766 0.0 0.0 0.0
H 2.743 2.941 -2.618 0.0 0.0 -0.1
C 2.768 -3.872 1.409 -0.1 0.1 0.0
C -0.226 -4.796 6.546 0.0 0.0 0.1
O 0.328 -4.417 5.286 0.0 0.0 0.0
H -1.759 0.622 -0.734 0.0 -0.1 0.0
H -0.355 -0.182 -2.843 -0.1 0.3 0.1
C -6.060 1.403 -2.434 0.2 0.2 0.1
H 4.115 1.481 -4.448 -0.1 0.0 0.0
H -3.040 0.325 1.859 0.0 0.0 0.0
H 2.328 -3.049 3.391 0.1 0.1 0.0
H 4.940 3.831 -0.324 0.0 0.0 0.0
H 2.539 -0.556 -2.018 0.0 0.0 0.0
O -0.514 -3.420 3.451 -0.2 -0.1 0.1
H 3.295 1.296 -0.723 -0.1 0.1 0.0
H 4.983 1.591 -1.069 -0.1 -0.2 0.1
H 1.038 -1.735 -0.809 -0.1 -0.1 -0.1
H -2.557 3.250 -2.829 0.0 0.1 0.0
H 0.265 -5.688 6.922 0.0 0.0 -0.1
H -1.924 4.645 -1.896 0.0 0.0 -0.1
O -2.714 3.866 0.428 -0.5 0.5 0.0
H -0.386 -1.279 1.109 0.0 0.1 0.0
O -5.602 0.429 -3.389 0.0 -0.1 0.0
H -1.945 -6.003 5.863 -0.1 0.0 0.1
C 0.138 -1.126 -0.964 0.2 0.0 0.2
O 3.071 -3.100 0.266 0.3 0.0 0.1
H -4.751 -0.927 0.491 0.0 0.0 0.0
H 1.654 -1.354 -3.319 0.1 -0.1 0.2
C -1.518 0.374 0.304 0.1 0.2 0.5
H -2.504 -1.253 1.340 0.1 0.0 0.0
In -4.831 1.616 -0.545 -0.2 0.0 -0.1
O -1.870 -4.096 5.126 0.0 -0.2 -0.1
H -1.310 1.327 0.797 0.0 0.1 -0.1
F 1.910 -4.864 1.068 0.0 0.0 0.0
C 4.010 3.272 -0.173 -0.2 0.1 0.1
H -6.116 2.371 -2.959 -0.1 0.0 0.0
H -3.310 3.712 1.172 0.4 -0.3 0.0
C 2.227 0.665 -3.787 0.2 -0.4 0.1
O 2.823 -1.650 1.935 0.1 -0.1 0.0
H 0.439 0.910 -1.703 0.0 0.0 0.1
H 4.249 0.364 -3.106 0.0 0.1 0.0
C 3.644 1.184 -3.506 -0.2 0.3 -0.1
C -1.689 -4.996 6.198 0.0 0.1 0.0
C 3.253 -1.809 0.668 -0.3 0.1 0.0
C -0.238 -0.482 0.371 -0.1 -0.1 -0.1
```
Positions in Å, forces in eV/Å.

## Properties
E_LUMO ... 1.683 eV
Total charge ... -1
Total energy ... -1916.5568 Eh
Maximum force ... 0.68 eV/A

This record from the Open Molecules 2025 dataset describes a 10-piece molecular cluster, C24H36F4O24 overall in a non-equilibrium geometry. The level of theory is wB97M-V/def2-TZVPD.

Structure (XYZ):
```
88
Properties=species:S:1:pos:R:3:forces:R:3
O 0.228 5.999 0.710 1.0 0.8 -1.2
H 3.096 -3.284 -2.327 0.2 0.3 -0.4
O 0.723 -5.546 -1.257 -0.1 -0.4 1.6
C 0.432 1.161 -4.693 -0.4 0.9 0.7
C 2.659 0.241 5.894 -1.1 0.0 -0.6
O 2.782 1.159 3.772 0.3 -0.3 -0.7
O -1.037 -1.720 -2.189 0.8 0.1 -0.6
C 1.935 1.914 4.475 0.0 1.6 0.6
H 1.641 -2.294 -0.851 0.2 0.4 0.1
H 4.088 -0.422 4.308 0.3 0.6 0.0
H -0.041 1.403 -2.527 0.2 0.6 -0.3
C -1.993 -1.456 -1.555 -0.6 -1.4 0.5
C 0.029 -4.483 1.923 -0.3 1.1 0.6
H 2.439 -0.878 4.054 -0.1 0.5 -0.1
C -4.619 3.719 -0.703 -0.8 -0.2 -0.5
C 2.693 -2.081 -0.630 0.2 0.4 0.5
O 0.879 3.275 0.092 0.3 1.8 0.8
H 1.227 1.501 -5.401 -0.6 -0.4 0.5
H -1.807 5.100 -0.821 0.1 0.3 0.0
O 1.643 0.330 -2.952 -0.8 -0.1 -0.4
H 2.017 -0.582 6.223 0.3 0.3 0.5
O 1.645 -1.786 -3.610 0.2 -2.7 0.1
O 0.284 -1.179 2.756 0.5 -0.1 0.2
H 0.762 4.263 0.221 0.0 -1.5 -0.1
C 0.039 -2.281 2.408 -1.7 -0.4 -0.5
C -1.191 -3.869 1.301 -0.4 -1.2 1.8
O 0.359 -0.257 -4.639 -0.7 -0.8 -1.2
C -2.505 4.299 -0.989 0.6 -1.7 -0.8
H 1.071 6.453 0.454 -1.3 -0.5 0.4
O 1.477 -5.180 -3.316 -0.7 0.2 -0.4
H -1.970 2.445 -0.175 0.8 -0.7 0.3
F -4.975 -1.860 -1.468 -0.6 0.1 -0.5
H -0.272 -5.327 2.488 0.2 -0.9 0.5
O 4.468 -1.726 -2.065 0.5 0.0 -0.2
H -0.617 -3.218 -4.293 -0.5 -0.1 0.4
O -2.383 -0.268 -1.148 0.0 0.4 -0.4
H -0.564 1.523 -4.982 0.5 0.0 0.0
C -2.619 3.245 0.079 0.7 0.3 0.5
H 2.244 2.681 1.648 -0.4 0.3 0.9
C 3.072 -0.075 4.457 -0.8 -0.2 0.0
O -1.001 -2.525 1.470 0.3 0.7 -0.4
H -3.065 -0.264 0.780 -0.7 -0.3 -1.0
C 4.052 -0.526 -1.603 -1.8 -3.0 -0.1
H 1.045 -5.415 -5.339 -0.1 -0.3 0.1
H 1.160 5.732 2.488 0.0 0.0 0.6
H -0.496 5.081 2.381 0.4 0.2 -0.1
H -1.388 -4.270 0.326 -0.2 0.6 -0.8
O 1.454 2.974 4.124 0.6 -1.9 0.2
H -1.332 -4.849 -4.725 0.7 0.5 -0.4
H -1.365 1.879 3.148 -0.1 -0.8 0.5
O 4.421 0.495 -1.983 1.6 3.1 -0.6
C -0.526 -4.301 -4.206 -0.1 -0.5 -0.1
H 4.291 -3.521 -1.066 -0.2 0.4 0.2
H -4.340 -2.472 0.325 0.4 0.6 -0.7
C 3.664 -2.765 -1.559 0.0 -1.0 0.1
O -3.955 2.765 -0.021 -0.1 1.2 -0.3
C 0.516 -5.205 -2.363 -0.8 1.1 -2.1
H 0.782 -4.628 1.200 0.9 -0.6 -0.8
H 2.960 3.613 0.300 -0.1 -0.1 0.1
O 1.792 1.414 5.726 0.4 -0.7 0.0
H -0.296 6.811 2.586 0.3 0.0 -0.3
H -4.265 0.253 -0.462 -0.3 0.9 -0.3
C -2.335 1.549 3.571 1.4 1.4 0.3
O -3.154 1.519 2.436 -1.3 0.0 -0.2
O 0.509 -3.451 2.823 0.2 0.1 -0.1
C 0.801 1.485 -3.229 0.5 -0.5 -0.7
F -2.137 3.629 -2.190 0.2 0.6 0.5
H -2.291 0.620 4.122 0.2 -0.5 -0.2
O -2.864 -2.452 -1.093 1.1 0.1 -0.7
C 2.181 2.906 0.608 -0.4 -1.8 -2.6
O -3.788 4.694 -1.166 -0.7 0.9 0.1
F -2.306 -4.303 2.097 0.5 0.7 -0.6
C -3.470 -0.423 -0.263 -0.4 -1.1 2.0
H 2.342 1.913 0.061 0.4 1.3 0.8
C 0.941 -4.660 -4.566 -1.0 -1.4 0.8
H -2.427 3.686 1.061 0.0 -0.4 0.0
O 2.994 -0.699 -0.770 -0.5 -1.2 1.0
O -0.703 -4.760 -2.851 1.9 -0.2 0.5
C 0.160 5.927 2.118 -0.4 -0.4 0.7
F 2.920 -2.494 0.687 -0.2 0.4 -0.4
C 1.180 -0.720 -3.722 1.4 3.6 0.9
H 1.513 -3.823 -4.839 0.6 1.2 -0.2
C -3.984 -1.872 -0.550 0.6 0.6 1.8
H -2.516 2.333 4.331 -0.7 -0.1 -0.5
H 1.394 2.417 -3.174 -0.4 -0.6 0.4
O -5.774 3.739 -0.942 -0.7 -0.3 0.2
H -4.098 1.569 2.658 0.5 0.0 0.0
H 3.468 0.459 6.584 -0.1 0.1 0.0
```
Positions in Å, forces in eV/Å.

## Properties
E_LUMO ... 0.470 eV
Total energy ... -3141.3852 Eh
ΔE to the lowest compared entry with this formula, charge and spin ... 0.889 eV
Structure (SMILES) ... O=C1OC[C@@H](F)O1.O=C1OC[C@@H](F)O1.O=C1OC[C@@H](F)O1.O=C1OC[C@@H](F)O1.O=C1OCCO1.O=C1OCCO1.O=C1OCCO1.CO.CO.CO
Maximum force ... 4.01 eV/A

This record from the Open Molecules 2025 dataset describes C32H51CdN4O2P2 as an isolated structure in a non-equilibrium geometry. The level of theory is wB97M-V/def2-TZVPD.

Structure (XYZ):
```
92
Properties=species:S:1:pos:R:3:forces:R:3
C 5.883 -0.149 -0.750 0.1 0.0 0.0
C -4.491 -0.743 2.716 -0.1 -0.1 0.1
C 0.558 3.576 -3.833 0.1 -0.2 -0.1
H 1.602 -0.993 2.434 0.2 0.0 -0.1
C -0.168 2.448 1.947 0.5 1.3 0.8
H -3.736 -0.974 -1.481 0.4 0.1 0.1
H -0.275 1.155 5.632 0.3 0.1 -0.5
H -5.531 2.768 -0.036 0.0 -0.2 -0.1
H -2.490 2.636 2.101 -0.4 0.0 -0.1
N -0.395 -1.203 -0.965 0.4 0.1 -0.2
P -2.904 0.108 0.535 -0.5 -0.4 -0.4
O 0.495 3.380 2.083 -0.3 -0.8 -0.5
H -3.690 -0.433 3.401 -0.1 0.0 -0.2
C 1.041 0.817 -3.917 0.0 0.2 -0.1
H 1.517 -2.440 1.400 0.1 0.1 0.0
H 0.220 1.461 3.979 -0.2 -0.4 0.5
C 1.016 1.492 -2.674 -0.3 -0.6 -0.2
H -2.601 -2.833 0.656 -0.1 0.1 0.2
C -2.789 -0.491 -1.196 0.1 -0.1 -0.2
H 3.442 2.292 -1.110 0.2 -0.1 0.1
H -5.208 0.082 2.597 0.2 -0.2 0.1
C 0.670 2.853 -2.645 0.0 0.4 -0.1
H -3.613 -3.263 2.052 0.1 0.2 -0.2
H 1.155 -0.267 -3.946 0.2 0.3 0.1
H 5.165 -0.084 1.812 -0.3 -0.1 0.2
C 4.323 0.132 -2.644 0.0 0.1 -0.1
C -3.947 -1.243 1.368 -0.1 0.4 -0.1
C -1.598 -1.411 -1.528 -0.2 -0.5 -0.6
C -0.735 -3.129 -2.977 0.5 0.0 0.3
H -5.763 -2.348 1.106 0.1 0.1 -0.2
H -4.003 3.502 1.725 0.1 -0.2 0.1
H 0.340 4.647 -3.793 0.1 -0.4 0.0
H -2.711 0.392 -1.850 0.2 -0.2 0.2
H -1.385 -0.714 6.256 0.0 -0.2 -0.4
C -3.664 1.829 0.422 -0.2 -0.5 0.2
C 2.172 -1.846 2.049 0.0 0.1 -0.2
H 2.729 -2.098 -1.987 -0.3 0.5 0.0
H -5.754 -0.853 0.157 0.2 -0.2 0.1
C 2.083 -1.390 -1.439 0.7 -0.5 0.7
H 6.037 -1.200 -1.032 0.0 0.3 0.1
H 4.486 -0.925 -2.898 -0.1 0.3 0.0
P 3.056 -0.523 -0.270 -0.4 -0.6 1.3
N -0.100 0.807 4.692 -0.2 0.1 0.2
H 0.747 3.513 -5.993 -0.2 -0.3 0.4
N -1.396 -1.008 5.286 0.0 -0.1 0.0
H -3.094 3.722 -0.457 0.0 -0.3 0.0
C 0.908 1.538 -5.108 0.0 0.2 0.3
H -1.792 2.533 -0.544 -0.1 -0.1 0.0
C -5.129 -1.689 0.494 -0.2 -0.1 0.0
H 3.653 0.377 2.616 0.0 -0.1 -0.1
C 3.469 -1.418 1.348 0.5 0.1 -0.5
H -2.195 -2.210 2.277 -0.3 -0.1 -0.3
H -0.886 -3.911 -3.717 0.0 0.1 0.1
H -5.284 1.274 -0.954 0.1 0.0 0.2
C 4.377 1.840 -0.767 0.1 0.0 0.0
H 3.343 0.447 -3.015 0.4 -0.1 0.1
H 6.593 0.473 -1.321 -0.2 -0.3 0.2
H -1.787 -1.916 5.050 0.2 0.4 0.1
H 4.439 -3.226 1.974 0.1 0.0 -0.2
H -3.187 2.415 -1.646 0.1 0.0 0.2
H 6.119 -0.012 0.311 0.0 -0.1 -0.4
H 5.214 2.360 -1.254 -0.2 -0.1 0.1
C -3.023 -2.453 1.597 0.2 0.1 0.1
H 4.462 1.987 0.321 0.0 0.0 -0.3
C 1.373 0.907 -1.399 -1.5 2.3 1.7
H -5.033 -1.578 3.188 0.2 0.2 -0.1
H -4.069 1.945 2.583 0.2 0.2 -0.2
C -0.737 -0.325 4.320 0.0 -0.7 -1.2
O -0.717 -0.772 3.130 0.1 0.8 1.6
C -1.806 -2.351 -2.538 -0.6 0.5 0.4
H 1.402 -3.416 -2.801 -0.4 0.1 0.0
H -2.817 -2.459 -2.934 0.4 -0.1 0.0
C -3.541 2.506 1.801 -0.1 0.0 -0.1
C -5.139 1.742 0.027 -0.2 0.4 -0.1
N 1.308 1.049 -0.181 0.7 -0.8 -2.8
C 4.473 0.343 -1.132 0.2 -0.1 0.1
Cd -0.528 0.327 1.116 0.7 -0.5 -0.7
H 2.434 -2.462 2.921 0.0 0.1 -0.2
C -2.881 2.656 -0.619 -0.1 0.0 0.0
H 4.558 -1.054 3.158 0.0 0.2 -0.1
C 0.519 -2.870 -2.462 -0.6 -0.1 -0.5
H -4.810 -2.272 -0.378 -0.1 0.1 0.2
H 3.851 -3.310 0.297 0.1 0.1 0.1
H -5.747 1.213 0.772 0.2 0.1 -0.2
H 0.516 3.336 -1.676 0.2 -0.1 -0.3
C 0.712 -1.797 -1.544 -0.3 -0.2 0.2
C 4.323 -2.656 1.041 0.1 -0.2 0.2
H 0.955 1.032 -6.081 0.0 0.2 0.5
C 4.253 -0.474 2.275 0.0 -0.1 0.1
C 0.739 2.930 -5.067 -0.1 0.0 0.2
H 5.326 -2.382 0.690 -0.3 -0.1 0.1
H 5.094 0.730 -3.151 -0.1 -0.1 0.1
```
Positions in Å, forces in eV/Å.

## Properties
E_LUMO (alpha / beta) ... -2.906 / -2.163 eV
Total charge ... +1
Total energy ... -2469.5711 Eh
Maximum force ... 3.22 eV/A

This record from the Open Molecules 2025 dataset describes C5H7PS as an isolated structure in a non-equilibrium geometry. The level of theory is wB97M-V/def2-TZVPD.

Structure (XYZ):
```
14
Properties=species:S:1:pos:R:3:forces:R:3
S 1.205 0.964 0.854 1.1 -1.3 -1.1
C 0.266 -0.299 0.077 1.5 0.1 0.7
H -1.883 0.861 -1.328 0.0 -0.3 -0.5
C -2.335 -0.114 -1.079 3.7 0.1 0.3
P -1.460 -0.284 0.558 -1.4 -2.9 1.1
C 1.103 -1.168 -0.611 -2.9 1.0 0.3
H -3.321 0.123 -0.977 -2.8 -0.1 0.3
H 0.561 -1.975 -1.075 0.7 -0.5 -0.4
H 3.201 -1.099 -1.281 0.3 -0.9 -0.4
C 2.411 -0.747 -0.665 2.5 1.7 0.8
H -2.051 -0.866 -1.814 -0.4 0.2 0.0
C 2.727 0.358 0.122 -3.3 0.2 0.6
H 3.580 0.959 0.383 0.4 -0.4 -0.5
H -1.697 -1.975 1.019 0.5 3.0 -1.1
```
Positions in Å, forces in eV/Å.

## Properties
E_LUMO ... 0.526 eV
Total energy ... -934.1854 Eh
ΔE to the lowest compared entry with this formula, charge and spin ... 1.464 eV
Maximum force ... 3.75 eV/A

This record from the Open Molecules 2025 dataset describes the molecule C10H14N2 in a non-equilibrium geometry. The level of theory is wB97M-V/def2-TZVPD.

Structure (XYZ):
```
26
Properties=species:S:1:pos:R:3:forces:R:3
H -1.517 -0.860 -1.554 -2.3 0.5 -0.3
C 0.229 0.197 2.272 -0.6 -2.3 0.4
C -1.585 0.362 0.995 3.4 1.7 -2.0
H -1.806 -0.825 2.635 1.1 0.8 0.8
C 1.221 1.221 -1.032 1.7 2.0 -0.3
C 0.407 -1.084 1.359 0.6 4.7 -1.6
C 0.434 -0.841 -2.064 3.0 -1.0 0.1
H -0.672 -2.194 -1.021 -0.2 -3.2 0.7
H 2.252 0.716 -0.856 -1.7 1.0 0.3
H 1.359 2.384 -0.901 0.0 -2.1 -0.9
H 0.640 0.195 3.260 1.1 0.3 0.2
C -0.654 -1.184 -1.068 0.2 4.3 -0.2
H -0.056 -1.927 1.667 -1.1 -2.8 1.4
C 0.800 0.615 -2.405 3.1 -0.5 2.5
N -0.686 1.802 0.729 -2.1 -1.6 -0.2
H 1.737 0.722 -3.066 -1.7 -0.5 0.7
C -1.272 0.144 2.421 -2.8 0.5 -0.6
H 1.265 -1.337 -1.396 -0.2 0.9 -2.3
N 0.528 1.342 1.388 0.8 0.3 1.1
H -2.479 0.363 0.437 -1.4 0.2 0.1
C -0.437 -0.391 0.256 0.1 -1.5 -1.6
H 0.351 -1.259 -3.089 -0.2 -0.9 1.0
H 1.396 -1.208 0.949 0.6 -0.4 0.3
C 0.267 0.925 0.051 0.4 -1.2 0.5
H 0.001 1.089 -2.840 -2.0 1.3 -1.1
H -1.724 1.032 2.872 0.1 -0.5 1.0
```
Positions in Å, forces in eV/Å.

## Properties
E_LUMO ... 0.865 eV
Total energy ... -498.7868 Eh
ΔE to the lowest compared entry with this formula, charge and spin ... 4.507 eV
Structure (SMILES) ... C1CC[C@@]23N4[C@H]5C[C@@H](N42)[C@]3(C1)C5
Maximum force ... 4.95 eV/A

This record from the Open Molecules 2025 dataset describes a 2-piece molecular cluster, C3H7N3 overall in a non-equilibrium geometry. The level of theory is wB97M-V/def2-TZVPD.

Structure (XYZ):
```
13
Properties=species:S:1:pos:R:3:forces:R:3
H -0.118 1.819 0.273 2.6 -0.9 0.0
H -2.415 -0.643 -0.536 -1.5 -1.4 -0.3
N 2.546 -1.482 1.292 0.6 -0.4 0.6
N 0.827 1.311 0.322 -1.1 1.5 -0.4
C 0.655 -0.074 0.301 0.4 0.7 -3.2
H 0.760 -0.893 -1.212 0.5 1.6 2.0
H -0.776 -0.296 -1.431 -1.3 -0.1 -1.1
H 1.686 1.807 0.053 -0.9 -0.7 0.1
H -1.865 0.997 -0.653 0.3 -0.9 -0.4
C -1.556 -0.083 -0.671 3.0 2.4 1.5
C 1.665 -0.841 0.950 0.0 -0.3 -0.2
H -0.745 -1.292 0.812 -0.3 0.1 -0.1
N -0.662 -0.331 0.500 -2.3 -1.6 1.4
```
Positions in Å, forces in eV/Å.

## Properties
E_LUMO ... 0.558 eV
Total energy ... -282.6456 Eh
ΔE to the lowest compared entry with this formula, charge and spin ... 3.500 eV
Maximum force ... 4.14 eV/A

Q: Among the records above, which one has the lowest total energy?
A: C24H36F4O24

Q: Which of these has the lowest total energy?
A: C24H36F4O24